145
Properties=species:S:1:pos:R:3:forces:R:3:mulliken_charge:R:1 method="wB97M-V/def2-TZVPD" orbital_gap_ha=0.3389 smiles="CCCN[C@@]1([C@H](C)F)OC(=O)O[C@@]1(CCCCOC(C)=O)Cc1ccccc1C.O=C1CCCO1.O=C1CCCO1.O=C1CCCO1.O=C1CCCO1.O=C1CCCO1.O=C1CCCO1.O=C1CCCO1" lumo_ha=0.01244 spin_multiplicity=1
C -2.5172 2.6327 4.6403 -0.643 -0.485 -0.245 -1.13
C -3.7233 2.0809 3.8727 0.132 0.055 -0.164 -0.59
C -3.8659 2.6692 2.4592 -0.513 -0.392 0.127 -0.38
N -3.7305 1.6333 1.3932 -0.231 0.908 -0.748 0.27
C -2.5180 1.7306 0.6024 1.294 -0.085 0.647 0.06
C -2.3329 3.0583 -0.1632 -0.319 0.044 -0.295 0.06
C -2.9269 3.1213 -1.5560 0.301 0.396 0.109 -1.61
F -0.9867 3.3977 -0.2402 0.008 -0.138 -0.130 -0.42
O -1.4501 1.7218 1.5854 -0.470 0.338 0.158 -0.42
C -1.3107 0.4528 2.0052 -0.569 0.580 -0.921 -0.09
O -0.7509 0.1804 3.0039 0.609 -0.951 1.110 -0.48
O -1.8723 -0.3997 1.1203 0.109 -0.019 -0.001 -0.26
C -2.1381 0.3781 -0.0799 -0.099 0.589 -0.449 2.14
C -0.7959 0.4732 -0.8169 -0.077 -0.197 -0.514 -1.82
C -0.2555 -0.8378 -1.4013 0.451 0.114 0.292 0.16
C 0.2647 -1.8904 -0.4171 -0.227 -0.467 -0.115 -0.90
C -0.7746 -2.9596 -0.0682 -0.009 0.085 0.179 0.87
O -0.1830 -4.2787 -0.1847 0.172 0.548 0.072 -0.32
C -0.6059 -5.1724 0.7313 -0.537 0.123 -0.290 0.36
C -2.0842 -5.3945 0.8652 -0.457 0.598 0.293 -0.28
O 0.1746 -5.7861 1.3845 0.866 -0.694 0.451 -0.60
C -3.1584 -0.2679 -1.0232 -0.449 -0.653 0.895 -0.20
C -4.6350 -0.1842 -0.7041 -0.984 0.429 -0.118 -0.59
C -5.4533 0.6306 -1.5203 -0.389 -0.388 0.756 -0.51
C -6.8333 0.7902 -1.2851 0.653 -0.689 0.702 -0.91
C -7.4218 0.1022 -0.2065 0.986 -0.038 -0.270 -0.80
C -6.6255 -0.7443 0.5865 0.505 0.537 -0.785 -0.99
C -5.2405 -0.9020 0.3545 -0.475 0.269 -0.324 1.64
C -4.4592 -1.8601 1.2118 -0.547 -0.058 0.124 -0.69
H -1.6720 2.7162 3.9645 0.214 0.075 0.093 0.19
H -2.2662 1.9482 5.4473 0.156 0.109 0.171 0.47
H -2.7837 3.6034 5.0378 0.261 0.153 0.103 0.27
H -4.6398 2.2877 4.4268 -0.017 0.029 0.106 0.59
H -3.6875 0.9958 3.7775 0.158 -0.082 -0.036 0.11
H -4.8802 3.0556 2.3604 -0.020 0.118 -0.085 0.43
H -3.1986 3.5168 2.3231 0.180 0.014 0.053 0.32
H -4.5090 1.7770 0.7573 -0.080 -0.379 0.020 0.30
H -2.8145 3.8529 0.4060 0.100 -0.076 0.282 0.34
H -4.0101 3.0904 -1.5046 -0.152 -0.255 -0.076 0.33
H -2.6607 4.0975 -1.9613 -0.019 0.045 -0.028 0.57
H -2.5160 2.3777 -2.2298 -0.161 -0.218 -0.036 0.28
H -0.0275 0.9048 -0.1801 -0.026 0.025 0.185 0.59
H -0.8944 1.1695 -1.6497 -0.097 0.096 0.000 0.51
H 0.5951 -0.5479 -2.0100 0.036 0.039 -0.166 -0.48
H -0.9537 -1.3318 -2.0767 -0.119 0.144 -0.124 0.39
H 1.0997 -2.4058 -0.8859 0.018 -0.038 -0.124 0.60
H 0.6600 -1.4495 0.4978 -0.016 0.170 0.041 -0.01
H -1.1221 -2.8130 0.9547 -0.074 -0.084 0.039 0.43
H -1.6431 -2.9003 -0.7243 0.024 -0.136 -0.130 -0.54
H -2.6855 -4.6477 0.3537 0.099 -0.134 -0.118 -0.16
H -2.3540 -6.3856 0.5133 0.114 -0.114 -0.125 0.35
H -2.3292 -5.3452 1.9249 -0.011 -0.118 0.082 0.27
H -2.9076 -1.3292 -1.0672 0.115 0.009 -0.129 -0.57
H -2.9833 0.1368 -2.0136 0.038 0.088 -0.144 0.87
H -4.9965 1.1577 -2.3466 0.020 0.011 -0.092 0.53
H -7.4128 1.4326 -1.9327 -0.088 0.000 0.022 0.43
H -8.4754 0.2095 0.0119 -0.031 0.014 -0.032 0.44
H -7.0720 -1.2924 1.4055 -0.051 -0.016 0.030 0.48
H -5.1616 -2.4931 1.7529 -0.025 -0.143 -0.036 0.63
H -3.8562 -1.3634 1.9668 0.169 0.138 -0.178 -0.07
H -3.8463 -2.5099 0.5910 0.224 0.009 0.098 -0.32
O 2.2861 -1.9547 -3.0106 -0.003 0.085 0.001 -0.56
C 3.0066 -1.1381 -3.5148 0.002 -0.374 -0.250 0.54
C 4.2980 -1.3877 -4.2651 0.285 0.430 0.138 -0.32
C 4.9282 0.0048 -4.3150 0.008 -0.134 -0.019 -0.62
C 3.7010 0.9040 -4.2890 0.123 0.019 -0.026 -0.18
O 2.7210 0.1797 -3.5107 0.007 0.058 0.000 -0.26
H 4.0487 -1.7550 -5.2609 -0.026 -0.054 0.014 -0.01
H 4.9174 -2.1121 -3.7440 -0.143 -0.163 -0.035 0.40
H 5.5615 0.1792 -5.1813 -0.068 0.017 -0.050 0.35
H 5.5280 0.1721 -3.4196 -0.004 0.045 -0.001 0.32
H 3.2910 1.0711 -5.2860 -0.019 -0.042 -0.005 0.10
H 3.8908 1.8596 -3.8158 -0.130 0.006 0.118 0.15
O 3.5504 -1.1955 -8.2754 0.000 0.098 0.043 -0.58
C 2.4718 -1.6086 -7.9663 0.142 -0.191 -0.092 0.45
C 1.5357 -2.4844 -8.7775 -0.357 0.203 0.154 -0.46
C 0.2078 -2.3332 -8.0346 0.092 -0.023 -0.083 -0.50
C 0.6752 -2.0613 -6.6092 -0.141 -0.076 -0.006 -0.37
O 1.9225 -1.3555 -6.7553 -0.063 0.078 0.079 -0.24
H 1.9114 -3.5079 -8.7454 0.051 -0.001 -0.048 0.26
H 1.4945 -2.1427 -9.8074 0.158 -0.085 -0.050 0.31
H -0.4487 -3.1973 -8.1090 0.037 -0.033 0.045 0.33
H -0.3309 -1.4661 -8.4193 -0.015 0.002 0.016 0.27
H 0.8638 -2.9775 -6.0474 0.013 0.001 0.005 0.24
H -0.0126 -1.4380 -6.0439 0.106 0.063 0.066 0.28
O 5.2353 -1.8229 4.2959 0.060 0.018 -0.029 -0.58
C 4.0491 -1.9982 4.3400 0.094 -0.002 0.191 0.45
C 3.3066 -3.1727 4.9465 -0.277 -0.031 -0.290 -0.46
C 1.9087 -3.0247 4.3481 0.083 -0.111 0.172 -0.43
C 1.8146 -1.5247 4.1314 -0.091 0.008 -0.020 0.31
O 3.1693 -1.1044 3.8523 -0.052 0.016 -0.033 -0.34
H 3.3087 -3.0557 6.0318 0.061 -0.024 0.011 0.24
H 3.7904 -4.1079 4.6789 0.127 0.020 0.133 0.35
H 1.1100 -3.4152 4.9754 0.003 0.050 0.025 0.38
H 1.8666 -3.5390 3.3924 -0.045 -0.089 -0.145 0.20
H 1.4694 -0.9937 5.0208 0.018 0.015 -0.005 0.15
H 1.1803 -1.2466 3.2966 0.075 0.117 -0.019 -0.29
O 10.5116 -2.3137 8.1204 -0.041 -0.066 0.026 -0.58
C 9.7535 -1.9729 7.2597 0.164 0.138 -0.001 0.49
C 9.3043 -0.5618 6.9221 -0.408 -0.131 -0.100 -0.37
C 8.0727 -0.8003 6.0482 0.122 0.087 0.091 -0.42
C 8.3951 -2.1469 5.4177 -0.155 0.034 -0.088 -0.30
O 9.1773 -2.8485 6.4069 -0.043 -0.004 -0.029 -0.35
H 10.1095 -0.0688 6.3751 0.042 0.025 0.050 0.25
H 9.0866 -0.0066 7.8299 0.188 0.036 0.039 0.28
H 7.8831 -0.0219 5.3134 0.017 -0.037 -0.047 0.36
H 7.1854 -0.8920 6.6751 -0.028 -0.013 -0.030 0.22
H 8.9968 -2.0477 4.5118 0.031 0.015 0.017 0.21
H 7.5051 -2.7247 5.1887 0.049 -0.088 0.037 0.23
O -2.3497 5.8761 3.3346 -0.006 -0.079 0.018 -0.57
C -1.6516 6.2646 4.2249 -0.101 0.160 -0.101 0.49
C -0.7022 7.4485 4.2147 0.294 -0.210 0.240 -0.44
C 0.1648 7.1928 5.4469 -0.030 0.052 -0.098 -0.49
C -0.7919 6.4176 6.3456 0.128 0.060 0.041 -0.46
O -1.6374 5.6808 5.4465 0.027 0.095 0.025 -0.33
H -1.2927 8.3611 4.3078 -0.023 0.012 -0.066 0.26
H -0.1362 7.4722 3.2883 -0.135 0.073 -0.096 0.30
H 0.5557 8.0932 5.9158 -0.059 0.011 0.027 0.32
H 1.0099 6.5595 5.1754 0.005 -0.011 0.021 0.28
H -1.4217 7.0744 6.9494 -0.004 0.019 -0.019 0.26
H -0.2850 5.7141 7.0010 -0.087 -0.091 -0.023 0.34
O 6.0356 3.8756 -3.7438 -0.071 -0.084 0.037 -0.57
C 5.2880 4.3649 -4.5361 0.234 0.106 0.010 0.53
C 4.9838 5.8347 -4.7561 -0.418 -0.084 -0.096 -0.43
C 3.6969 5.7902 -5.5802 0.088 0.046 0.068 -0.53
C 3.8414 4.4626 -6.3154 -0.073 0.088 -0.045 -0.42
O 4.5818 3.6156 -5.4196 -0.050 0.074 -0.097 -0.27
H 5.8139 6.2768 -5.3087 0.045 0.016 0.047 0.26
H 4.8662 6.3439 -3.8044 0.184 0.014 0.031 0.30
H 3.5635 6.6364 -6.2506 0.043 -0.026 -0.042 0.34
H 2.8355 5.7497 -4.9124 -0.015 -0.007 -0.013 0.27
H 4.4086 4.5594 -7.2432 0.014 0.014 0.003 0.26
H 2.8872 3.9890 -6.5334 0.045 -0.112 0.033 0.31
O -3.5048 -4.3064 -1.9326 -0.029 0.153 0.006 -0.59
C -4.5566 -4.7841 -1.6206 0.060 -0.111 -0.151 0.58
C -5.5052 -5.6023 -2.4752 -0.335 0.169 0.195 -0.62
C -6.8041 -5.5530 -1.6697 0.067 -0.011 -0.099 -0.51
C -6.2848 -5.4028 -0.2446 -0.133 -0.065 -0.028 -0.51
O -5.0577 -4.6633 -0.3700 -0.093 0.011 0.007 -0.23
H -5.1057 -6.6140 -2.5585 0.042 0.000 -0.048 0.29
H -5.5984 -5.1640 -3.4643 0.163 -0.072 -0.062 0.34
H -7.4473 -6.4205 -1.8000 0.044 -0.037 0.038 0.36
H -7.3732 -4.6654 -1.9488 -0.014 0.003 0.021 0.28
H -6.0589 -6.3641 0.2213 0.010 -0.012 -0.017 0.28
H -6.9622 -4.8482 0.3999 0.102 0.075 0.047 0.31